A 2-piece molecular cluster, C2H5Br2P overall at a distorted geometry. Source: OMol25; level of theory: ωB97M-V with the def2-TZVPD basis set.

Last column: Löwdin charge in e.
Element x y z (Å)
1 H 0.738 0.977 1.406  0.029
2 H 3.010 -0.174 1.152  0.072
3 H 0.526 1.155 -0.325  0.052
4 P -2.032 -0.511 -0.243  -0.053
5 C 1.271 0.831 0.501  -0.153
6 C 2.363 0.182 0.277  -0.114
7 Br -2.235 -2.603 -0.599  0.178
8 H -2.343 0.035 -1.552  -0.160
9 H 2.869 -0.107 -0.697  0.070
10 Br -4.167 0.215 0.079  0.079

The charge is 0. The value obtained for the HOMO-LUMO gap is 9.6 eV. The calculation puts the total energy at -5568.5524 Eh. The SMILES is BrPBr.C=C. As for the energy above the lowest of the compared OMol25 structures with the same formula, charge and spin: 185.3 kJ/mol. For the lowest unoccupied orbital energy, the calculation gives -0.00402 Eh.